Density functional theory data (ωB97M-V with the def2-TZVPD basis set) for C21H22N2O5 in the gas phase in a non-equilibrium geometry.

```
50
C21H22N2O5, DFT ωB97M-V with the def2-TZVPD basis set
O -0.194 0.848 -2.415
O 4.520 -3.521 -0.626
O 2.550 -3.730 0.553
O -4.001 -3.295 0.401
O 3.157 2.779 0.348
N 1.708 1.045 0.591
N -0.782 2.185 -0.705
C -1.951 -2.385 -0.253
C -1.168 -1.338 -0.683
C 2.035 -1.317 0.648
C 4.451 -1.045 -0.799
C 2.788 -2.406 0.296
C -3.078 0.107 -0.660
C -0.836 1.016 -1.393
C 0.012 3.265 -1.272
C -0.327 2.765 1.657
C 3.693 0.071 -0.457
C -3.877 -0.946 -0.246
C -5.388 -3.188 0.610
C 2.056 2.355 0.624
C 3.628 -4.434 -0.028
C 0.584 4.172 -0.186
C 2.504 -0.056 0.249
C -1.386 2.461 0.575
C 3.980 -2.277 -0.418
C -3.317 -2.200 -0.023
C 0.956 3.339 1.047
C -1.715 -0.068 -0.859
H -0.141 4.934 0.106
H -0.746 3.505 2.342
H -3.533 1.068 -0.853
H 0.815 2.799 -1.850
H -5.714 -4.177 0.928
H 1.122 -1.431 1.210
H 0.765 0.799 0.852
H -0.121 -1.492 -0.895
H 4.154 -5.008 0.751
H 4.033 1.053 -0.739
H 5.371 -0.945 -1.349
H -4.933 -0.776 -0.109
H 1.471 4.676 -0.571
H -2.047 3.329 0.462
H -0.112 1.878 2.257
H -1.996 1.612 0.883
H -5.913 -2.913 -0.310
H 3.243 -5.129 -0.792
H -1.533 -3.367 -0.099
H -5.622 -2.462 1.395
H -0.606 3.846 -1.968
H 1.440 3.998 1.776
```

As for the energy relative to the best compared isomer or geometry (same formula, charge and spin): 53.0 kcal per mole. The value obtained for the LUMO energy is 0.545 eV. For the total energy, the calculation gives -35351.80852 eV. The value obtained for the molar mass is 382.42 g mol⁻¹. Its SMILES is COc1ccc(C(=O)N2CCC(C(=O)Nc3ccc4c(c3)OCO4)CC2)cc1. The value obtained for the HOMO energy is -7.725 eV.

Atom charges from the Löwdin analysis, given in e for atoms 1 to 8: 0.08, 0.03, 0.03, -0.08, 0.08, 0.15, -0.05, 0.02